Below is the molecule C3H7NO2 in a non-equilibrium geometry, with properties calculated with ωB97M-V/def2-TZVPD.

Results
Total energy in hartree: -323.603611
Structure (SMILES): CO/C(C)=N/O
Highest occupied orbital energy in eV: -9.13
HOMO-LUMO gap in eV: 10.03
Total charge: 0
Multiplicity: 1

CARTESIAN COORDINATES (ANGSTROEM)
C (-0.74, -1.47, -1.45)
C (0.31, 0.09, -0.03)
C (1.72, 0.41, 0.58)
H (-1.02, -2.34, -0.71)
H (-0.38, -1.88, -2.55)
H (-1.82, -0.73, -1.57)
H (1.88, 1.55, 1.05)
H (1.94, -0.25, 1.51)
H (2.47, 0.23, -0.33)
H (-1.80, 1.49, 1.63)
N (-0.81, 0.38, 0.52)
O (0.45, -0.83, -1.05)
O (-0.86, 1.46, 1.39)

Löwdin atomic charge list, values in e, 8 entries: atom 1 (C): -0.15, atom 2 (C): -0.42, atom 3 (C): -0.03, atom 4 (H): 0.10, atom 5 (H): 0.13, atom 6 (H): 0.15, atom 7 (H): 0.12, atom 8 (H): 0.10